# 1
50
Properties=species:S:1:pos:R:3:forces:R:3:nbo_charge:R:1 method="wB97M-V/def2-TZVPD" total_energy_ev=-262140.3361 e_lumo_ev=1.328 gap_ev=4.96 total_charge=-1 spin_multiplicity=1
C 3.938831 1.175034 2.561840 0.052 -0.759 -0.088 -0.625
C 2.649080 1.105998 1.773666 0.608 0.360 0.438 -0.067
C 1.461618 0.935040 2.453890 0.307 -0.106 0.659 -0.219
C 0.263930 0.832969 1.791670 -0.516 -0.159 0.525 -0.184
C 0.186660 0.887064 0.408411 -1.086 -0.149 -0.005 -0.026
C -1.131968 0.732281 -0.310376 1.061 1.034 -0.399 -0.915
Nb -1.332358 -1.112118 -1.650435 0.497 -1.239 2.263 1.281
O 0.511327 -1.793199 -1.072380 -1.133 0.518 -0.920 -1.001
I -0.137541 0.374695 -3.758015 0.164 -0.083 -0.242 -0.370
C -2.244963 -2.440175 -0.122220 -0.348 0.354 -0.152 -0.884
C -2.955827 -1.787997 1.095256 -0.009 -0.788 0.223 -0.450
C -2.096601 -1.763337 2.371551 -1.025 0.586 -0.268 0.055
F -2.562139 -2.760451 3.251947 0.421 -0.149 -0.095 -0.393
P -3.632148 -0.360078 -2.548742 0.258 -0.005 -0.068 0.264
C -4.682549 0.377583 -1.195680 0.108 -0.428 0.004 -0.911
C -3.528037 0.990960 -3.815545 -0.911 0.545 0.200 -0.907
P -1.455007 -3.137255 -3.307178 -0.522 -0.011 -0.997 0.858
O -1.027810 -4.471912 -2.352231 0.707 0.663 -0.782 -0.976
O -0.245154 -3.010569 -4.479842 -0.101 -0.929 0.791 -0.980
C 1.377685 1.095006 -0.258697 0.305 0.165 -0.967 -0.165
C 2.577601 1.204675 0.399117 0.733 0.077 -0.008 -0.230
H 3.858509 1.848125 3.421455 0.102 0.076 -0.214 0.207
H 4.818989 1.418381 1.953810 -0.364 0.101 0.144 0.207
H 4.123811 0.169554 2.970328 0.098 0.212 0.043 0.208
H 1.498853 0.858939 3.540885 -0.133 0.050 -0.118 0.190
H -0.623114 0.708516 2.409143 -0.079 -0.003 -0.299 0.186
H -1.952891 0.876303 0.406662 -0.019 -0.317 -0.150 0.207
H -1.173741 1.596941 -0.994331 -0.299 -0.231 0.000 0.245
H 1.145433 -1.511992 -1.748494 0.190 0.054 0.338 0.484
H -2.942925 -3.127308 -0.623048 0.133 0.143 -0.019 0.249
H -1.438635 -3.076303 0.269931 0.016 0.109 -0.308 0.246
H -3.394920 -0.803078 0.920793 0.263 -0.056 -0.144 0.208
H -3.800294 -2.441675 1.360094 0.027 0.252 0.027 0.219
H -2.292079 -0.823746 2.900494 0.408 -0.089 0.007 0.153
H -1.033231 -1.907987 2.169452 -0.090 -0.052 0.179 0.179
H -4.115525 1.012148 -0.505007 -0.234 0.186 -0.214 0.212
H -5.545298 0.885883 -1.637448 0.210 0.162 0.115 0.218
H -5.083044 -0.462675 -0.615915 0.071 0.142 -0.066 0.225
H -3.118570 0.641696 -4.762945 0.246 -0.037 0.279 0.243
H -4.548078 1.343783 -4.043623 0.106 -0.217 0.105 0.204
H -2.994454 1.870858 -3.439007 0.216 -0.238 -0.201 0.218
H -0.063178 -4.421660 -2.257275 -0.142 -0.177 0.570 0.465
H 0.610054 -3.049905 -4.025910 0.069 0.419 -0.297 0.459
H 1.413705 1.184312 -1.340684 -0.312 -0.080 0.087 0.212
H 3.486801 1.359534 -0.180659 -0.078 -0.010 0.075 0.193
C 7.542210 3.812251 2.469616 -0.021 0.006 -0.080 -0.501
Br 6.102279 3.854676 1.194722 0.101 0.100 0.041 0.113
Br 7.108852 4.797795 4.069037 0.006 -0.064 -0.054 0.083
Br 8.087428 2.006798 2.868978 -0.049 0.077 0.006 0.088
H 8.388425 4.305622 2.012941 -0.013 -0.016 0.035 0.221

---

# 2
82
Properties=species:S:1:pos:R:3:forces:R:3:lowdin_spin:R:1 method="wB97M-V/def2-TZVPD" total_energy_ev=-91688.6182 e_lumo_ev="0.585 / 0.582" gap_ev="6.17 / 6.17" de_lowest_kcal_mol=11.38 s_squared=6.004 total_charge=-1 spin_multiplicity=5
Ho 10.476901 10.691724 13.197400 1.048 0.609 -0.013 4.027
O 10.865168 12.584534 9.064967 0.088 -0.670 0.175 0.000
C 11.431140 11.656583 8.273244 -0.766 -0.491 0.800 0.000
C 12.006940 12.032980 7.054012 0.707 0.680 -0.185 0.000
C 12.535357 11.056975 6.224402 -0.002 -0.124 0.565 0.000
C 12.419636 9.700528 6.553475 -0.189 0.102 -0.125 0.000
C 11.834077 9.310439 7.733679 0.052 0.597 1.331 0.000
C 11.405526 10.273827 8.684197 0.221 0.795 -1.124 0.000
C 10.952971 9.973646 10.049732 -0.402 -1.069 0.833 0.000
O 10.644276 10.975821 10.834807 0.085 -0.583 -0.197 -0.004
N 10.813537 8.704910 10.464977 0.501 0.659 -2.134 0.000
N 10.344378 8.660020 11.692319 -1.828 -0.980 2.038 -0.002
C 9.684994 7.599436 12.111339 1.777 1.702 -2.330 0.000
C 9.153877 7.626664 13.426791 -0.940 0.617 1.670 0.000
C 8.368853 6.552212 13.899885 0.941 0.142 -1.361 0.000
C 8.076065 6.537031 15.240157 -0.478 -0.250 0.285 0.000
C 8.385037 7.638749 16.031566 0.408 -0.186 0.217 0.000
C 9.083307 8.709393 15.505209 0.075 0.002 -1.197 0.000
N 9.431613 8.734783 14.186829 -0.437 -1.374 0.878 -0.004
H 10.609279 12.017614 9.942046 0.406 1.054 -0.980 0.000
H 12.166638 13.120362 6.846898 -0.414 -1.114 0.166 0.000
H 13.120058 11.323067 5.357725 -0.156 0.173 -0.230 0.000
H 12.811910 8.944399 5.897367 0.097 -0.104 -0.217 0.000
H 11.790718 8.274488 8.030163 -0.029 -0.170 -0.061 0.000
H 9.588807 6.747234 11.439402 -0.125 -0.011 0.190 0.000
H 8.111688 5.763530 13.144105 0.304 0.600 1.203 0.000
H 7.641594 5.640866 15.673648 -0.231 0.260 0.045 0.000
H 8.168701 7.649882 17.085241 -0.081 -0.116 0.187 0.000
H 9.439046 9.561888 16.103893 -0.394 -0.503 -0.383 0.000
O 7.730806 16.607558 16.973188 -0.503 0.465 -0.764 0.000
C 7.779560 16.522187 15.722730 0.830 -0.306 1.228 0.000
O 7.224584 17.076477 14.774437 -1.243 1.292 -0.211 0.000
C 8.707774 15.451864 15.215334 0.231 -0.631 -0.267 0.000
C 9.100644 15.457017 13.867764 0.666 0.670 -0.754 0.000
C 9.704693 14.345167 13.302229 -0.857 0.372 0.320 0.000
N 9.896945 13.234166 14.017856 0.599 -0.271 -0.227 -0.003
C 9.651554 13.291396 15.326379 -0.579 0.725 0.891 0.000
C 9.034605 14.370813 16.009242 0.672 -1.093 -0.588 0.000
C 10.108428 12.105908 16.111997 0.435 -0.117 0.090 0.000
O 10.170881 12.182565 17.333358 -0.022 -0.834 -1.087 0.000
O 10.464728 11.114687 15.319747 0.035 0.173 1.369 -0.004
H 8.992858 16.383100 13.260086 -0.301 -0.889 0.632 0.000
H 9.942694 14.298811 12.239014 0.085 0.096 0.149 0.000
H 8.811336 14.309309 17.100423 0.230 0.186 -1.228 0.000
C 13.304874 12.644945 13.920266 0.361 0.174 0.146 0.000
N 12.931768 11.894250 12.681144 0.122 -0.136 0.667 -0.003
C 14.106256 11.050873 12.368346 0.822 0.668 -0.547 0.000
N 15.323099 11.865032 12.107918 -0.737 0.556 -1.088 0.000
C 15.617341 12.647204 13.305831 -0.707 -0.048 0.303 0.000
N 14.472705 13.524089 13.732883 0.513 -1.161 -0.973 0.000
C 14.184579 14.392073 12.584933 -0.634 0.642 0.288 0.000
N 13.882379 13.695662 11.330266 0.950 -0.172 0.130 0.000
C 12.743648 12.824506 11.532346 0.149 0.134 0.222 0.000
C 15.033369 12.835316 10.984416 0.453 0.195 1.115 0.000
H 13.526298 11.937457 14.743626 -0.210 0.165 -0.551 0.000
H 12.481755 13.270129 14.223893 -0.451 0.184 0.086 0.000
H 13.861721 10.498540 11.467534 0.107 -0.368 -0.110 0.000
H 14.385454 10.386749 13.182322 -0.433 -0.020 0.003 0.000
H 16.478188 13.260405 13.113020 0.392 0.464 -0.124 0.000
H 15.888456 11.960104 14.109422 -0.228 0.021 0.120 0.000
H 15.006010 15.084238 12.445424 0.383 -0.029 -0.171 0.000
H 13.319533 15.019089 12.837368 -0.009 -0.168 0.005 0.000
H 12.663529 12.239677 10.602615 -0.411 0.213 0.613 0.000
H 11.856143 13.445285 11.747567 0.250 -0.352 -0.331 0.000
H 15.935386 13.456436 10.817441 -0.433 -0.179 0.294 0.000
H 14.850907 12.330972 10.040606 -0.248 -0.394 0.051 0.000
N 12.288374 9.249780 13.644698 0.610 -0.943 0.374 -0.004
C 13.011508 8.395447 13.969907 0.160 -0.341 0.441 0.000
C 13.886854 7.377205 14.391063 -0.031 -0.216 -0.185 0.000
C 14.382237 7.277764 15.726871 -0.100 0.505 0.601 0.000
N 14.779848 7.224308 16.817804 -0.309 -0.046 -0.956 0.000
C 14.303285 6.352415 13.486001 0.355 -0.421 -1.141 0.000
N 14.681445 5.557063 12.718148 -0.618 0.989 1.132 0.000
C 6.226248 10.334514 12.165131 -1.381 -0.886 -0.169 0.000
C 7.242710 11.406634 12.103639 1.604 0.175 0.561 0.000
N 6.846982 12.563992 11.563003 1.321 0.177 0.339 0.000
O 8.416558 11.216627 12.535720 -2.513 0.496 -0.998 -0.005
H 5.183542 10.733499 12.299765 1.036 -0.337 0.097 0.000
H 6.479750 9.603745 12.944149 -0.136 0.370 -0.126 0.000
H 6.194683 9.772733 11.210931 0.241 0.331 0.329 0.000
H 5.875412 12.663631 11.314915 0.272 0.374 -0.047 0.000
H 7.534293 13.342018 11.531804 -1.032 -0.700 0.002 0.000

---

# 3
17
Properties=species:S:1:pos:R:3:forces:R:3:nbo_charge:R:1 method="wB97M-V/def2-TZVPD" total_energy_ev=-9440.8096 e_lumo_ev=0.887 gap_ev=10.63 de_lowest_kcal_mol=51.50 total_charge=0 spin_multiplicity=1 smiles="C=CCO.CC=O"
O -1.726344 -1.877966 0.315337 0.214 -0.117 -0.040 -0.728
C -1.972639 -0.537284 0.659114 -0.143 0.343 0.139 -0.104
C -1.578395 0.434917 -0.422313 0.077 0.240 0.025 -0.184
C -0.954900 1.592603 -0.211467 -0.132 -0.166 -0.015 -0.429
C 2.620752 0.162939 -0.364743 0.299 -0.033 -0.121 -0.727
C 1.452544 -0.642909 0.094419 -0.278 -0.146 -0.255 0.466
O 0.959323 -1.547476 -0.545539 0.330 0.313 0.335 -0.553
H -0.793032 -1.950928 0.049533 -0.132 -0.056 -0.012 0.490
H -1.481468 -0.250627 1.606901 -0.070 -0.070 -0.156 0.150
H -3.053523 -0.466341 0.831810 0.125 0.031 -0.030 0.191
H -1.845058 0.132170 -1.434805 0.029 0.046 0.115 0.207
H -0.677272 1.913626 0.792346 -0.042 -0.080 -0.120 0.188
H -0.720246 2.275686 -1.023585 -0.055 -0.120 0.091 0.203
H 2.389592 1.230459 -0.297279 -0.023 -0.110 0.052 0.238
H 2.870518 -0.100127 -1.391125 0.013 0.016 0.022 0.237
H 1.016303 -0.341881 1.065187 0.032 -0.128 0.016 0.114
H 3.493846 -0.026861 0.276209 -0.244 0.038 -0.047 0.242

---

# 4
19
Properties=species:S:1:pos:R:3:forces:R:3:nbo_charge:R:1 method="wB97M-V/def2-TZVPD" total_energy_ev=-5408.6772 e_lumo_ev="4.240 / 4.372" gap_ev="2.67 / 11.37" de_lowest_kcal_mol=42.24 s_squared=0.750 total_charge=-1 spin_multiplicity=2
C 0.117483 -0.750226 1.416308 0.687 -0.017 0.817 -0.462
C 1.394735 0.120992 1.337407 1.369 -1.531 -2.745 -0.792
C -1.029942 0.198704 1.352310 -1.136 1.231 -0.753 -0.679
H 0.039278 -1.194454 2.426595 0.313 -0.687 -0.745 0.192
H 0.033456 -1.451163 0.530327 0.397 0.308 2.268 0.200
H 2.221529 -0.273547 0.607706 -1.428 0.192 1.126 0.185
H 1.105512 1.019862 0.846087 -0.026 0.976 -0.285 0.201
H -1.146206 0.857856 2.207130 0.432 0.097 0.364 0.192
H -2.005057 -0.239243 1.235331 -0.564 -0.772 -0.035 0.190
H 1.969536 0.388746 2.188007 -0.001 -0.008 1.293 0.202
H -0.948113 0.850601 0.475339 0.094 -0.153 0.565 0.204
C -0.455959 0.729660 -1.932792 0.225 4.354 1.015 -0.876
C 0.013260 -0.665413 -1.746104 -0.129 0.119 -1.105 -0.879
H -1.254255 1.057406 -1.124940 1.454 -0.640 -2.109 0.181
H 0.468190 1.540769 -1.761562 -2.261 -1.915 -0.467 0.164
H -0.906993 0.950163 -2.951434 0.657 -0.280 1.171 0.197
H -0.143971 -1.071600 -0.810639 -0.969 -0.340 1.069 0.181
H -0.527734 -1.218634 -2.467185 -0.298 -1.179 -0.672 0.200
H 1.055251 -0.850478 -1.827890 1.185 0.245 -0.771 0.198

---

# 5
51
Properties=species:S:1:pos:R:3:forces:R:3:nbo_charge:R:1 method="wB97M-V/def2-TZVPD" total_energy_ev=-37674.6448 e_lumo_ev="-12.527 / -18.813" gap_ev="7.94 / 1.42" de_lowest_kcal_mol=19.96 s_squared=6.053 total_charge=+4 spin_multiplicity=5
N 2.103650 4.304600 -0.694131 -0.121 -0.651 -0.050 -0.325
C 1.381755 5.101810 -0.275615 -0.109 0.666 0.075 0.374
C 0.524848 6.177303 0.205686 -0.152 -0.344 -0.075 -0.737
H -0.528332 5.881867 0.104697 0.296 0.192 0.035 0.252
H 0.710135 7.067270 -0.406606 -0.005 -0.001 0.153 0.315
H 0.756060 6.393825 1.254061 0.016 0.107 -0.170 0.293
N 3.917934 -2.512744 0.372907 -0.135 0.017 -1.109 -0.439
C 4.612174 -2.995546 -0.418591 -0.139 0.134 0.896 0.358
C 5.569628 -3.653784 -1.302377 0.152 -0.157 -0.191 -0.748
H 5.889263 -2.959506 -2.093443 -0.038 -0.288 0.243 0.269
H 5.109524 -4.549486 -1.748743 0.223 0.322 0.141 0.277
H 6.451664 -3.961706 -0.715656 -0.354 0.144 -0.223 0.308
N -3.074580 -3.681497 -0.699730 1.030 -0.177 -0.360 -0.023
C -4.123408 -3.341145 -0.275046 -2.185 0.149 0.632 0.568
C -5.426469 -2.967756 0.207982 1.441 0.854 0.033 -0.769
H -5.675121 -3.554549 1.098067 -0.255 -0.498 0.045 0.372
H -6.164634 -3.157136 -0.579137 -0.392 -0.406 -0.229 0.386
H -5.434090 -1.897554 0.457548 -0.054 -0.260 -0.127 0.298
Ru 0.771768 -0.502546 -1.062498 1.521 -1.028 6.176 0.462
C 0.413247 -2.019799 0.199566 -2.157 -4.293 3.137 0.681
O 0.070467 -2.930436 0.835125 1.696 3.705 -2.771 -0.344
C 2.000553 0.450515 0.219163 3.527 4.299 3.275 0.666
O 2.690989 1.143230 0.849852 -3.000 -3.433 -2.988 -0.302
C 1.601011 0.623825 -2.614744 0.878 1.372 -1.500 -0.177
C 0.210737 0.687678 -2.735881 -0.842 1.234 -1.210 -0.234
C -0.541851 -0.491916 -2.727058 -1.425 0.135 -1.385 -0.189
C 0.099071 -1.729647 -2.606239 -0.844 -1.183 -1.497 -0.189
C 1.504162 -1.801024 -2.572474 0.928 -1.152 -1.288 -0.184
C 2.255603 -0.619754 -2.572394 1.438 -0.382 -1.421 -0.169
H 2.165364 1.545086 -2.586557 0.136 0.109 0.022 0.324
H -0.280747 1.649640 -2.830928 0.187 0.060 0.041 0.290
H -1.620495 -0.448990 -2.818671 0.011 -0.145 0.033 0.268
H -0.501464 -2.625742 -2.560589 0.055 -0.155 -0.063 0.297
H 2.004334 -2.767727 -2.480030 -0.178 0.240 0.091 0.317
H 3.343450 -0.661704 -2.489222 -0.268 0.051 0.127 0.319
C -0.368795 0.245530 4.445865 0.586 -0.375 0.642 -0.458
N -0.937076 0.611923 3.142373 -1.249 0.851 1.416 -0.193
C -2.071854 1.353604 3.117062 1.356 -0.856 1.112 0.118
C -2.609546 1.697908 1.918862 -0.814 0.543 -0.349 -0.095
C -1.947299 1.256331 0.734748 0.318 -0.156 -2.588 0.443
N -0.834056 0.536908 0.767443 -0.730 0.397 0.229 -0.579
C -0.310132 0.204736 1.969482 2.598 -1.588 -0.603 0.723
O 0.746114 -0.472215 2.053138 -2.529 1.520 0.616 -0.450
N -2.462343 1.568330 -0.479853 0.118 -0.121 1.102 -0.688
H 0.541351 -0.348031 4.303712 -0.362 0.249 -0.008 0.293
H -1.102560 -0.333050 5.024349 0.039 0.109 -0.245 0.280
H -0.134314 1.152582 5.020453 -0.069 -0.070 -0.249 0.287
H -2.474506 1.621993 4.094122 -0.072 0.059 -0.274 0.298
H -3.514721 2.288244 1.852650 -0.027 0.047 0.117 0.288
H -3.301980 2.130615 -0.555922 0.110 -0.006 -0.055 0.446
H -2.004458 1.289628 -1.346769 -0.157 0.161 0.638 0.421